1.
ORCA calculation (ωB97M-V/def2-TZVPD) on a structure of composition C31H31LuN8O2S at a distorted geometry.

Summary:
Gap between HOMO and LUMO: 6.39 eV
ΔE to the lowest compared entry with this formula, charge and spin: 36.9 kJ/mol
Energy: -93112.81176 eV
Charge: +2

Each line ends with the Löwdin charge.
Cartesian coordinates (Å):
Lu 1.82690 -0.75923 0.26156  1.722
S 3.75284 1.94780 -2.71934  0.697
O 0.95434 0.90416 1.35571  -0.130
O -1.73145 -0.19475 -2.07661  0.079
N -3.14833 -2.60986 -0.02841  0.081
N -0.36852 -2.42354 0.80374  -0.083
N 2.95455 -2.85870 0.63377  -0.006
N 4.85290 -1.36394 0.71908  0.110
N -0.10537 0.18320 -0.50471  0.018
N 2.71850 -0.38495 -1.62996  -0.151
N -1.04667 1.86676 0.64797  0.196
N 4.08295 -0.38999 0.85144  -0.054
C 3.97980 1.96015 1.32678  -0.025
C 4.28350 -2.66052 0.70223  -0.297
C 2.52716 -4.12606 0.60128  -0.118
C 3.15857 0.62090 -2.10954  -0.979
C 3.36999 -5.21995 0.64733  -0.016
C 4.54080 3.22600 1.31623  -0.049
C -1.45844 -1.70092 1.49171  -0.162
C -4.29361 0.60248 -0.78222  -0.035
C 5.80985 3.41170 0.78870  -0.037
C -5.52329 0.16776 -0.30108  -0.063
C -3.66698 1.25947 1.43952  -0.033
C -3.34558 1.13829 0.09053  -0.151
C 5.98296 1.06791 0.28402  -0.011
C -5.82803 0.26977 1.05119  -0.071
C -1.99810 1.63930 -0.44569  -0.235
C -2.38770 4.10861 -0.68823  -0.030
C -2.59039 5.17325 -2.83104  -0.057
C -2.17631 2.88212 -1.31083  -0.146
C -2.81704 -2.37751 1.41882  -0.072
C -0.02232 1.02682 0.54614  -0.581
C -2.58904 5.25066 -1.44496  -0.055
C -1.28171 0.45580 -1.15910  -0.406
C 4.73690 -5.00160 0.72581  0.002
C -2.39240 3.95126 -3.45237  -0.048
C 6.52621 2.33494 0.27131  -0.045
C -0.76779 -2.83423 -0.56214  -0.182
C -2.18772 2.80358 -2.69728  -0.015
C -2.12398 -3.51366 -0.64971  -0.074
C 5.19998 -3.69788 0.74703  0.038
C -4.89883 0.82810 1.91712  -0.068
C 4.70745 0.88680 0.82123  -0.271
H 5.42917 -5.83145 0.76312  0.132
H -2.42306 4.19092 0.39292  0.114
H -2.16985 -4.45524 -0.10001  0.142
H -3.58928 -1.73732 1.84429  0.127
H -0.79416 -1.94395 -1.19246  0.087
H -2.03246 1.85752 -3.19685  0.110
H -2.39200 3.88524 -4.53146  0.115
H -5.13557 0.94418 2.96619  0.116
H -2.40300 -3.68984 -1.68703  0.150
H -3.17082 -1.69756 -0.51656  0.148
H -0.15097 -3.24845 1.36036  0.109
H 6.24544 4.40134 0.77246  0.120
H 6.51739 0.22808 -0.13505  0.117
H -6.26142 -0.21434 -0.99497  0.116
H 2.95867 -6.21813 0.61522  0.124
H -4.08783 0.56740 -1.84343  0.123
H -2.83986 -3.35272 1.90714  0.143
H -2.96206 1.69034 2.13750  0.115
H -1.56584 -0.72200 1.03250  0.086
H 6.25132 -3.45458 0.79409  0.133
H 3.99056 4.06477 1.71828  0.116
H -2.74839 6.06426 -3.42262  0.115
H 2.99708 1.80336 1.75143  0.087
H -2.75200 6.19902 -0.95209  0.114
H -1.01216 2.69301 1.22316  0.167
H -4.08643 -3.00503 -0.12092  0.191
H -1.18789 -1.53880 2.53453  0.147
H 7.50757 2.49300 -0.15250  0.120
H 1.45874 -4.27561 0.53094  0.086
H -6.79372 -0.04837 1.41975  0.115
H -0.01374 -3.49937 -0.98504  0.127


2.
ORCA calculation (ωB97M-V/def2-TZVPD) on a cluster of 2 separate species, C4H12 in total at a distorted geometry.

Summary:
Gap between HOMO and LUMO: 11.35 eV
SMILES: CC.CC
ΔE to the lowest compared entry with this formula, charge and spin: 257.4 kJ/mol
Energy: -4339.86095 eV
Charge: 0

Each line ends with the Löwdin charge.
Cartesian coordinates (Å):
C -1.21387 -2.65723 0.29851  -0.190
C -1.04784 -1.19097 0.41119  -0.225
C 0.60855 1.36566 -0.09665  -0.199
C 1.38616 2.44985 -0.80121  -0.172
H -0.21668 1.49764 0.58787  0.062
H 2.40718 2.26323 -0.58149  0.040
H -1.97599 -0.69790 0.52604  0.050
H 1.29097 2.59325 -1.90494  0.081
H -0.02532 -0.87319 1.19976  0.153
H -1.20038 -2.94801 1.47457  0.112
H -0.27971 -3.09662 -0.14717  0.077
H -2.09078 -3.11025 -0.07341  0.036
H -0.67964 -0.54350 -0.34919  -0.010
H 0.40427 0.75124 -0.87595  0.003
H 1.39990 3.48056 -0.37694  0.071
H 1.23318 0.71624 0.70901  0.111


3.
ORCA calculation (ωB97M-V/def2-TZVPD) on a cluster of 3 separate species, C6H18NO2 in total at a distorted geometry.

Summary:
Gap between HOMO and LUMO: 9.57 eV
ΔE to the lowest compared entry with this formula, charge and spin: 203.1 kJ/mol
Energy: -12090.56525 eV
Charge: +1

Each line ends with the Löwdin charge.
Cartesian coordinates (Å):
O -3.49408 0.55778 -0.28191  -0.037
O 3.61695 1.59437 -1.82698  -0.076
N -0.71085 0.69449 1.60437  0.213
C -0.50581 -2.53390 0.20375  -0.074
C -1.35472 -1.35954 -1.76854  0.044
C 0.39022 -0.10369 -0.36472  -0.093
C -0.58137 -1.36815 -0.67841  -0.314
C 0.66197 0.21445 1.14934  -0.348
C 1.68700 1.24260 1.45162  -0.057
H 3.82313 1.74451 -2.83228  0.113
H 0.93723 -0.73040 1.69403  0.148
H 0.20317 -3.25381 -0.17632  0.097
H -4.18675 1.23946 -0.18077  0.068
H -2.10922 -2.00021 -2.09610  0.058
H -1.12843 -0.83235 -2.64320  0.058
H 0.04426 0.84648 -0.96868  0.154
H 1.35075 2.28020 1.50341  0.089
H -1.27904 -0.18358 1.93449  0.221
H -1.08590 1.15003 0.78700  0.125
H 2.26311 1.04280 2.36000  0.096
H -0.10382 -2.33512 1.22082  0.069
H -1.34632 -3.14648 0.43972  0.085
H 3.49397 2.48514 -1.64053  -0.021
H -0.72875 1.39017 2.33622  0.157
H -3.71947 0.00673 -0.97397  -0.013
H 2.45364 1.50688 0.66464  0.100
H 1.40915 -0.14885 -0.91699  0.139


4.
ORCA calculation (ωB97M-V/def2-TZVPD) on a cluster of 2 separate species, C5H11NO in total.

Summary:
Gap between HOMO and LUMO: 8.25 eV
ΔE to the lowest compared entry with this formula, charge and spin: 459.6 kJ/mol
Energy: -8896.93429 eV
Charge: 0

Each line ends with the Löwdin charge.
Cartesian coordinates (Å):
O 2.61302 -1.14738 0.27754  -0.065
N -0.09840 0.06205 1.00586  -0.150
C 1.87356 -0.22852 -0.52194  -0.232
C -2.02301 0.48379 -1.90362  -0.055
C 0.87069 0.57092 0.23878  -0.191
C -1.04770 -0.77067 1.28703  0.037
C 0.82555 0.97138 1.66711  -0.039
H 0.44232 1.95245 1.94780  0.098
H -1.36998 -1.48109 0.53438  0.067
H 1.99544 -1.81510 0.60289  0.080
H -1.09048 0.84823 -1.45963  -0.007
H -2.20194 0.99606 -2.85252  0.017
H -1.55750 -0.68384 2.23757  0.068
H -1.95346 -0.59368 -2.08101  0.016
H 1.43285 0.47410 2.43107  0.109
H -2.85084 0.68610 -1.22019  0.018
H 2.61715 0.44021 -0.96089  0.115
H 1.36702 -0.74572 -1.35001  0.114


5.
ORCA calculation (ωB97M-V/def2-TZVPD) on the ion C8H7F2N4 with charge +1 at a distorted geometry.

Summary:
Gap between HOMO and LUMO (spin up / spin down): 7.85 / 7.85 eV
ΔE to the lowest compared entry with this formula, charge and spin: 410.5 kJ/mol
Energy: -19790.94252 eV
Charge: +1

Each line ends with the Löwdin charge.
Cartesian coordinates (Å):
F -4.27403 1.26522 2.62622  0.324
F -1.46469 4.20867 4.76925  0.127
N -1.34591 -1.12634 0.87291  0.151
N -0.03259 -1.02808 -0.84431  -0.088
N -2.72559 2.66869 3.72615  0.273
N -0.73644 0.01953 0.86235  -0.139
C -3.29264 1.85430 3.03941  -0.077
C -1.48834 3.30342 3.82472  -0.301
C -0.09052 1.67918 2.42555  -0.126
C -0.29778 2.77756 3.34836  0.030
C 0.68193 -1.46650 -2.01817  -0.016
C -0.97475 -1.76381 -0.20387  -0.054
C -1.02426 1.01076 1.79196  -0.040
C 0.14439 0.12619 -0.12652  0.047
H 0.01744 -2.27397 -2.57239  0.146
H 0.57869 3.39144 3.42482  0.121
H 0.98839 -0.79697 -2.85839  0.108
H 1.71483 -1.70971 -1.67911  0.112
H 0.61748 1.03972 -0.39151  0.164
H 0.89147 1.57956 2.10382  0.082
H -1.20986 -2.71422 -0.70147  0.158


6.
ORCA calculation (ωB97M-V/def2-TZVPD) on a structure of composition C23H30BiN6OS7.

Summary:
Gap between HOMO and LUMO: 7.15 eV
ΔE to the lowest compared entry with this formula, charge and spin: 0.0 kJ/mol
Energy: -117009.20838 eV
Charge: +1

Each line ends with the Löwdin charge.
Cartesian coordinates (Å):
Bi 0.22943 -0.07588 -0.00920  1.423
S 3.89855 -2.75401 -2.18172  1.141
S 4.36057 -0.75516 2.75252  0.903
S 0.59298 -2.30269 1.25818  0.523
S 2.10481 0.75707 1.50343  0.483
S 5.79058 -3.16228 3.74437  0.602
S -2.26584 -4.00590 -2.54032  1.119
S 3.07945 -3.34298 2.55105  0.899
O -3.39972 -0.76115 6.13354  0.082
N -1.47604 -1.82609 5.60368  0.188
N 0.07069 3.14920 -0.14676  -0.295
N 0.12830 1.35145 -2.68946  -0.328
N -0.98524 -2.12077 -1.43014  -0.051
N -1.53610 0.20584 1.88881  -0.088
N 1.86850 -1.40120 -1.49874  -0.065
C 1.00640 0.78381 -3.71220  -0.098
C -0.83911 3.75676 0.82559  -0.100
C -0.04284 -2.92813 -2.04489  -0.360
C 4.49285 -2.46301 3.06720  -1.497
C 1.41959 3.65898 0.11710  -0.135
C 1.39555 -2.62360 -1.96559  -0.365
C -3.80923 0.81097 2.30719  -0.020
C -1.26447 1.07477 -3.02335  -0.113
C -0.34070 3.52978 -1.49995  -0.211
C -1.47592 -0.35070 3.10126  -0.098
C -0.56980 -3.99135 -2.70212  -0.327
C -2.19730 -2.56945 -1.60459  -0.634
C -2.55670 -0.37947 3.96294  -0.092
C 2.37063 -3.47983 -2.35380  -0.321
C 4.03645 -0.16530 -1.20790  -0.074
C -3.74174 0.21942 3.55598  0.032
C 0.38018 2.79395 -2.61056  -0.206
C 2.75841 -0.77931 2.04606  -1.138
C -3.43400 -1.93320 -1.05791  -0.056
C -2.68146 0.77810 1.50687  -0.177
C -2.52162 -1.00655 5.33530  -0.493
C 2.16564 -1.97858 1.94828  -1.126
C 3.17663 -1.33341 -1.56594  -0.623
H -4.15752 -1.73889 -1.84984  0.088
H 5.04416 -0.30842 -1.59417  0.084
H -3.91061 -2.58299 -0.32336  0.092
H -2.68133 1.22889 0.51831  0.092
H 2.04853 0.97187 -3.45537  0.077
H 2.26588 -4.48527 -2.72860  0.088
H -1.41865 3.38451 -1.59166  0.111
H 1.45601 2.93905 -2.50150  0.110
H -1.58689 1.61501 -3.92534  0.102
H 2.15014 3.21034 -0.55525  0.071
H -0.51202 -0.76246 3.37197  0.088
H -1.38839 0.00524 -3.19841  0.074
H -3.17962 -0.99259 -0.57365  0.051
H -1.86858 3.47025 0.61500  0.071
H 1.45707 4.75102 -0.00546  0.100
H 4.09664 -0.03277 -0.12910  0.026
H -1.45983 -2.27295 6.50525  0.123
H -4.71335 1.29046 1.95789  0.118
H -1.92411 1.35890 -2.19933  0.066
H 0.85403 -0.29287 -3.78207  0.078
H -0.06042 -4.75017 -3.27451  0.085
H -0.78537 4.85406 0.79579  0.098
H -4.58239 0.20966 4.23782  0.133
H -0.57994 3.42765 1.83230  0.090
H -0.15939 4.60468 -1.65499  0.132
H 3.62903 0.75424 -1.62934  0.076
H -0.84051 -2.15310 4.89955  0.094
H 0.81479 1.22524 -4.70094  0.100
H 0.09273 3.26914 -3.56198  0.133
H 1.71155 3.42224 1.13677  0.045